(1)
ORCA calculation (ωB97M-V/def2-TZVPD) on an isolated molecule of C5H8O.

SMILES	C/C=C\C(C)=O
total charge	0
HOMO energy	-9.7	eV
LUMO energy	0.01584	hartree
HOMO-LUMO gap	10.1	eV

Cartesian coordinates (Å):
C -2.175 -0.702 0.085
C -1.403 0.672 -0.125
C -0.072 0.818 -0.178
C 0.954 -0.319 -0.110
C 2.390 0.099 0.065
O 0.695 -1.519 -0.288
H -3.255 -0.461 0.174
H -1.837 -1.127 1.082
H -1.944 -1.438 -0.691
H -2.053 1.525 -0.424
H 0.311 1.840 -0.228
H 2.430 0.806 0.938
H 3.028 -0.742 0.513
H 2.933 0.548 -0.813



(2)
ORCA calculation (ωB97M-V/def2-TZVPD) on a structure of composition C40H45BeCl3N4O2S.

total charge	0
HOMO energy	-7.2	eV
LUMO energy	-0.01587	hartree
HOMO-LUMO gap	6.8	eV

Cartesian coordinates (Å):
Be 0.433 0.000 -0.874
C -2.756 3.740 -0.334
C -2.885 2.214 -0.314
C -4.213 1.823 0.353
C -2.831 1.598 -1.696
C -3.580 2.209 -2.698
C -3.617 1.703 -3.980
C -2.959 0.518 -4.241
C -2.237 -0.159 -3.260
C -1.707 -1.520 -3.703
C -0.274 -1.420 -4.224
C -1.877 -2.662 -2.704
C -2.104 0.431 -1.984
N -1.214 -0.151 -1.019
C -1.704 -0.947 -0.059
C 0.513 -2.122 0.467
C 2.204 -4.040 0.621
C 1.642 -3.837 2.023
C 2.010 -2.724 2.902
C 1.785 -1.439 2.621
C 1.194 -1.068 1.350
N 1.185 0.124 0.843
C 1.585 1.237 1.682
C 0.666 1.721 2.626
C 1.003 2.834 3.393
C 2.204 3.489 3.218
C 3.107 2.984 2.304
C 2.849 1.841 1.548
C 4.033 1.335 0.732
C 3.803 1.274 -0.774
C 4.573 0.009 1.264
C -0.688 1.079 2.886
C -1.784 2.125 3.093
C -0.651 0.172 4.122
H -2.621 4.125 0.678
H -3.658 4.208 -0.730
H -1.910 4.061 -0.943
H -2.058 1.809 0.273
H -5.049 2.164 -0.260
H -4.312 2.284 1.337
H -4.309 0.743 0.467
H -4.133 3.110 -2.470
H -4.175 2.207 -4.759
H -3.029 0.073 -5.227
H -2.339 -1.782 -4.556
H 0.361 -0.976 -3.468
H -0.223 -0.786 -5.110
H 0.121 -2.407 -4.478
H -1.162 -2.610 -1.888
H -1.726 -3.612 -3.223
H -2.883 -2.668 -2.280
H -2.777 -0.906 0.131
H 2.340 -5.075 0.339
H 1.460 -4.777 2.529
H 2.491 -2.984 3.838
H 2.108 -0.654 3.292
H 0.300 3.202 4.127
H 2.443 4.371 3.796
H 4.067 3.471 2.185
H 4.820 2.073 0.905
H 3.093 0.489 -1.029
H 4.744 1.059 -1.285
H 3.422 2.222 -1.156
H 3.849 -0.792 1.145
H 4.827 0.083 2.324
H 5.474 -0.276 0.716
H -0.955 0.469 2.021
H -1.715 2.584 4.080
H -2.760 1.647 3.030
H -1.731 2.917 2.347
H -0.231 0.713 4.973
H -0.060 -0.730 3.965
H -1.663 -0.137 4.389
N 2.769 -1.593 -2.338
C 2.194 -2.040 -1.215
N 0.979 -1.750 -0.884
C -0.989 -1.855 0.684
C -1.721 -2.492 1.790
C -1.883 -3.805 2.018
C -1.355 -4.802 1.108
C -0.213 -4.635 0.443
C 0.797 -3.586 0.789
S 3.337 -2.981 -0.221
H 2.359 -0.817 -2.848
H 3.733 -1.811 -2.517
H -2.282 -1.817 2.432
H -2.538 -4.125 2.819
H -1.957 -5.684 0.918
H 0.092 -5.362 -0.301
Cl -0.433 3.223 -3.599
C 1.045 3.104 -2.625
Cl 2.243 4.272 -3.181
Cl 0.661 3.425 -0.925
C 1.570 1.647 -2.825
O 2.279 1.392 -3.772
O 1.162 0.811 -1.961



(3)
ORCA calculation (ωB97M-V/def2-TZVPD) on a structure of composition C11H15NPRh.

total charge	0
2S+1	5
HOMO energy (alpha / beta)	-4.2 / -8.5	eV
LUMO energy (alpha / beta)	0.02934 / -0.06699	hartree
⟨S²⟩	6.031
HOMO-LUMO gap (alpha / beta)	5.0 / 6.7	eV

Cartesian coordinates (Å):
C -0.576 0.119 -3.800
C -1.397 1.124 -3.198
C -0.509 2.009 -2.508
C 0.865 1.638 -2.816
C 0.824 0.473 -3.612
Rh -0.185 -0.008 -1.605
P -0.238 -2.186 -1.221
H -0.936 -0.719 -4.402
H -2.486 1.180 -3.222
H -0.808 2.890 -1.935
H 1.680 -0.072 -4.012
H 1.759 2.167 -2.482
H 0.832 -3.045 -1.632
H -1.275 -3.013 -1.763
H -0.330 -2.672 0.117
C 0.251 0.065 4.714
C 0.243 0.001 3.215
C 1.211 0.658 2.436
C 1.133 0.619 1.027
N 0.174 -0.123 0.407
C -0.797 -0.723 1.192
C -0.777 -0.683 2.573
H 1.177 -0.400 5.107
H 0.191 1.124 5.041
H -0.621 -0.474 5.152
H 1.997 1.222 2.920
H 1.853 1.164 0.433
H -1.674 -1.177 0.745
H -1.581 -1.156 3.127



(4)
ORCA calculation (ωB97M-V/def2-TZVPD) on a cluster of 3 separate species, C4H12O3 in total.

SMILES	C/C=C(/C)O.O.O
total charge	0
HOMO energy	-8.6	eV
LUMO energy	0.02007	hartree
HOMO-LUMO gap	9.1	eV

Cartesian coordinates (Å):
C 0.464 -2.401 -0.848
C -0.529 -1.905 0.163
C -0.601 -0.665 0.612
C -1.335 -0.253 1.873
O 0.183 0.353 0.107
H 0.302 -1.964 -1.833
H 0.544 -3.481 -0.909
H 1.468 -2.097 -0.540
H -1.116 -2.638 0.696
H -2.393 -0.012 1.680
H -0.965 0.704 2.231
H -1.437 -1.068 2.580
H -0.060 1.143 0.601
O 2.054 2.129 0.635
H 2.465 2.372 -0.207
H 2.429 1.241 0.706
O -0.732 1.807 -2.188
H -0.706 0.984 -2.682
H -0.087 1.680 -1.484



(5)
ORCA calculation (ωB97M-V/def2-TZVPD) on a cluster of 2 separate species, C5H15N in total.

SMILES	CC(C)C.CN
total charge	0
HOMO energy	-8.9	eV
LUMO energy	0.04216	hartree
HOMO-LUMO gap	10.0	eV

Cartesian coordinates (Å):
C -1.403 0.558 -0.630
C -0.069 1.432 -0.572
C -0.018 2.183 0.755
C 1.188 0.614 -0.791
H -1.599 0.017 0.293
H -2.245 1.229 -0.783
H -1.360 -0.138 -1.466
H -0.160 2.154 -1.389
H 0.830 2.868 0.773
H -0.928 2.758 0.908
H 0.083 1.490 1.589
H 2.070 1.252 -0.795
H 1.277 -0.186 -0.004
H 1.150 0.089 -1.743
C 0.091 -2.744 0.153
N 0.069 -1.788 1.247
H 1.057 -2.790 -0.368
H -0.133 -3.738 0.541
H -0.669 -2.468 -0.576
H 0.808 -1.969 1.916
H -0.042 -0.824 0.941



(6)
ORCA calculation (ωB97M-V/def2-TZVPD) on a structure of composition C28H34Cl3GeN6O11PSTi.

total charge	-1
2S+1	2
HOMO energy (alpha / beta)	-3.5 / -5.6	eV
LUMO energy (alpha / beta)	0.05973 / 0.05979	hartree
⟨S²⟩	0.778
HOMO-LUMO gap (alpha / beta)	5.1 / 7.2	eV

Cartesian coordinates (Å):
Ti -0.721 -0.221 0.815
O -1.132 0.166 -1.011
N -2.262 0.624 -1.602
C -3.004 -0.384 -2.135
C -4.065 -0.131 -2.942
C -4.391 1.218 -3.177
C -3.682 2.205 -2.574
C -2.557 1.956 -1.716
S -1.740 3.196 -0.942
H -2.675 -1.378 -1.865
H -4.615 -0.954 -3.371
H -5.212 1.471 -3.837
H -3.940 3.245 -2.708
N 0.743 -2.869 1.934
N 0.975 -1.491 1.605
H 1.540 -3.404 1.603
H -0.052 -3.181 1.385
H 1.725 -1.380 0.920
H 1.254 -1.008 2.453
Cl -1.174 -3.823 -2.165
Ge 0.316 -2.303 -1.392
Cl 2.152 -3.760 -1.142
Cl 0.922 -1.426 -3.402
O 2.327 1.742 2.170
C 1.713 1.718 1.129
O 0.532 1.077 1.057
C 2.198 2.380 -0.106
C 1.706 2.052 -1.359
C 2.210 2.662 -2.512
C 3.198 3.595 -2.334
O 3.854 4.319 -3.293
C 4.757 5.179 -2.594
O 4.690 4.861 -1.207
C 3.696 3.914 -1.085
C 3.224 3.328 0.054
H 0.946 1.294 -1.453
H 1.827 2.412 -3.492
H 4.459 6.218 -2.749
H 5.771 5.009 -2.960
H 3.611 3.562 1.035
C -4.172 2.881 1.567
P -2.945 1.729 2.153
C -1.580 2.706 2.757
C -3.666 0.923 3.574
O -2.571 0.798 1.001
H -4.508 3.538 2.369
H -5.018 2.315 1.175
H -3.726 3.461 0.755
H -1.907 3.300 3.612
H -1.241 3.352 1.945
H -0.757 2.058 3.056
H -4.130 1.677 4.212
H -2.900 0.384 4.124
H -4.419 0.207 3.242
O -1.301 -0.715 2.652
C -1.955 -1.742 2.141
O -1.785 -1.830 0.836
C -2.742 -2.615 2.891
C -3.517 -3.630 2.254
C -4.313 -4.459 2.990
C -4.361 -4.321 4.392
C -3.577 -3.350 5.048
C -2.787 -2.515 4.314
N -5.199 -5.171 5.155
O -5.224 -5.036 6.383
O -5.879 -6.016 4.564
H -3.468 -3.727 1.177
H -4.912 -5.226 2.523
H -3.614 -3.295 6.125
H -2.165 -1.780 4.806
N 2.660 -0.560 -0.649
C 3.544 -0.592 -1.388
N 4.500 -0.758 -2.280
C 4.951 0.346 -3.119
C 5.347 -0.220 -4.468
O 6.287 -1.275 -4.336
C 5.743 -2.349 -3.578
C 5.403 -1.901 -2.175
H 5.807 0.849 -2.653
H 4.137 1.062 -3.227
H 5.824 0.551 -5.072
H 4.452 -0.582 -4.989
H 6.499 -3.133 -3.555
H 4.840 -2.731 -4.068
H 6.318 -1.604 -1.647
H 4.903 -2.695 -1.623



Calculated F_max (eV/A), listed in the same order as above: 2.72, 0.42, 4.31, 1.95, 1.54, 1.03